{"formula": "C31H33KN4O2", "method": "wB97M-V/def2-TZVPD", "energy_ev": -59060.9634, "e_homo_ha": [-0.003, 0.024], "total_charge": -2, "lumo_ev": [4.2, 4.2], "e_above_lowest_kcal_mol": 21.4, "gap_ev": [4.297, 3.560], "symbols": ["K", "O", "O", "N", "N", "N", "N", "C", "C", "C", "C", "C", "C", "C", "C", "C", "C", "C", "C", "C", "C", "C", "C", "C", "C", "C", "C", "C", "C", "C", "C", "C", "C", "C", "C", "C", "C", "C", "H", "H", "H", "H", "H", "H", "H", "H", "H", "H", "H", "H", "H", "H", "H", "H", "H", "H", "H", "H", "H", "H", "H", "H", "H", "H", "H", "H", "H", "H", "H", "H", "H"], "positions_angstrom": [[-0.758, -0.418, -1.133], [-1.346, 1.805, -1.313], [1.416, -0.991, -1.381], [0.212, 4.223, -2.319], [-0.636, -2.886, -1.923], [3.333, 0.683, -0.676], [-3.286, -0.587, -0.580], [-2.128, 1.952, 0.945], [-1.615, 2.506, -0.279], [2.967, 1.651, -1.728], [3.656, -1.724, -1.187], [0.999, 3.012, -2.450], [0.083, 0.589, 4.371], [-1.398, 3.942, -0.319], [-3.191, 5.101, 2.862], [-1.596, 0.149, 2.641], [4.524, -2.829, -1.246], [-1.934, 4.742, 0.714], [4.089, -4.140, -1.428], [1.787, -3.312, -1.548], [-2.055, -0.898, 3.474], [-2.576, 4.211, 1.818], [-3.824, -1.850, -1.063], [-0.689, 4.636, -1.338], [-1.963, -3.471, -2.133], [-2.626, 2.821, 1.921], [-2.793, -0.578, 0.642], [-2.980, -3.163, -1.004], [-2.174, 0.476, 1.335], [4.135, -0.396, -1.052], [0.356, -3.671, -1.795], [-0.373, -0.466, 5.158], [2.220, -1.957, -1.353], [-1.455, -1.199, 4.686], [5.056, -5.291, -1.431], [-0.512, 0.894, 3.161], [1.892, 2.642, -1.267], [2.718, -4.352, -1.569], [-2.463, -3.247, -0.043], [-2.731, -1.540, 1.171], [5.591, -2.638, -1.136], [0.091, -0.700, 6.109], [0.200, -4.761, -1.904], [-3.157, 4.638, 3.853], [1.278, 2.203, -0.476], [-0.771, 5.720, -1.296], [3.866, 2.185, -2.057], [-4.089, -1.707, -2.121], [1.647, 3.192, -3.320], [2.592, 1.089, -2.595], [5.224, -5.718, -0.436], [2.343, 3.540, -0.834], [2.447, 0.304, -0.362], [6.033, -4.985, -1.815], [-2.927, -1.462, 3.167], [-1.863, -2.013, 5.279], [-1.805, 5.822, 0.643], [0.370, 2.148, -2.681], [4.699, -6.104, -2.069], [-0.139, 1.721, 2.570], [-1.869, -4.564, -2.245], [0.215, 4.800, -3.139], [2.358, -5.370, -1.716], [-2.359, -3.070, -3.073], [-4.792, -2.078, -0.580], [-3.054, 2.373, 2.814], [-2.659, 6.055, 2.931], [5.199, -0.219, -1.194], [-3.692, -3.997, -1.022], [0.928, 1.187, 4.698], [-4.243, 5.341, 2.666]], "forces_ev_per_angstrom": [[-0.54, 0.03, -0.01], [0.01, 1.09, 0.13], [1.01, -0.34, -0.07], [0.02, 0.03, 0.14], [-0.36, -0.46, 0.04], [0.04, 0.34, 0.03], [-0.40, -0.27, 0.12], [-0.22, -0.37, 0.24], [-0.04, -0.41, -0.21], [0.15, -0.15, 0.03], [0.10, 0.30, 0.01], [-0.06, 0.02, -0.25], [0.03, 0.09, -0.07], [0.28, 0.36, -0.18], [-0.01, 0.11, 0.23], [-0.04, 0.09, -0.15], [0.18, -0.02, 0.02], [-0.15, 0.10, 0.27], [-0.35, 0.18, 0.05], [-0.95, 0.09, -0.16], [-0.01, 0.05, -0.02], [0.11, 0.09, -0.29], [0.12, -0.01, -0.11], [-0.11, -0.35, 0.23], [0.30, 0.29, 0.19], [0.02, -0.13, -0.04], [-0.13, 0.20, -0.10], [0.10, -0.08, 0.05], [-0.12, 0.12, -0.18], [-0.11, -0.50, -0.09], [0.94, 0.26, 0.03], [-0.05, -0.04, -0.03], [-0.11, -0.38, -0.16], [-0.03, -0.03, -0.01], [0.13, -0.15, -0.11], [0.01, -0.05, 0.05], [-0.02, 0.10, 0.12], [0.36, -0.29, -0.02], [0.02, 0.03, -0.02], [-0.04, 0.02, 0.06], [-0.01, -0.02, -0.01], [0.01, 0.00, 0.00], [-0.01, -0.01, 0.06], [0.02, -0.03, -0.03], [-0.02, -0.08, -0.06], [0.02, 0.02, -0.04], [0.00, -0.01, 0.03], [0.02, 0.03, 0.00], [0.01, -0.01, 0.03], [-0.06, 0.06, 0.00], [-0.04, 0.07, 0.03], [0.02, -0.01, -0.05], [0.01, -0.06, -0.01], [-0.01, 0.02, 0.01], [-0.01, -0.03, 0.05], [0.03, 0.00, 0.02], [-0.01, 0.00, 0.00], [0.00, 0.02, 0.06], [-0.01, 0.01, 0.01], [0.03, 0.02, 0.02], [-0.08, -0.04, 0.00], [0.01, 0.00, -0.02], [-0.01, 0.03, 0.00], [-0.01, -0.03, -0.02], [0.07, -0.07, 0.15], [-0.02, 0.04, 0.02], [0.01, -0.01, -0.02], [-0.02, 0.14, 0.01], [-0.04, 0.05, 0.00], [0.00, -0.01, 0.04], [0.00, -0.06, -0.09]], "mulliken_charge": [0.943, -1.156, -0.936, -0.151, 0.211, -0.407, -0.514, -0.064, 0.628, -0.705, 0.829, -0.830, -0.676, 1.326, -1.574, 0.163, -0.878, -0.917, 0.780, 0.627, -0.455, 0.541, -0.785, -1.024, -0.783, -0.435, -0.292, -0.560, 0.128, -1.283, -0.393, -0.450, 0.470, -0.598, -1.562, -0.128, 0.625, -0.726, 0.227, -0.154, 0.291, 0.360, 0.034, 0.342, -0.484, 0.229, 0.386, 0.344, 0.521, 0.223, 0.266, 0.315, 0.304, 0.358, 0.447, 0.344, 0.175, 0.174, 0.363, 0.340, 0.431, 0.248, 0.265, 0.252, 0.344, 0.376, 0.349, 0.293, 0.419, 0.345, 0.288]}



{"formula": "C31H33N6Rh", "method": "wB97M-V/def2-TZVPD", "energy_ev": -44626.4545, "e_homo_ha": [0.059, -0.034], "total_charge": -2, "lumo_ev": [4.7, 4.7], "e_above_lowest_kcal_mol": 0.0, "gap_ev": [3.129, 5.647], "spin_multiplicity": 5, "symbols": ["Rh", "N", "N", "N", "N", "N", "N", "C", "C", "C", "C", "C", "C", "C", "C", "C", "C", "C", "C", "C", "C", "C", "C", "C", "C", "C", "C", "C", "C", "C", "C", "C", "C", "C", "C", "C", "C", "C", "H", "H", "H", "H", "H", "H", "H", "H", "H", "H", "H", "H", "H", "H", "H", "H", "H", "H", "H", "H", "H", "H", "H", "H", "H", "H", "H", "H", "H", "H", "H", "H", "H"], "positions_angstrom": [[-0.173, 0.039, -1.648], [0.650, -0.228, 2.811], [2.013, 0.283, -1.560], [-0.017, 2.119, -1.754], [-0.490, 1.921, 2.743], [-1.782, -0.143, 2.846], [-0.574, 0.442, 0.817], [5.347, 0.000, -0.494], [-1.778, -0.178, 1.371], [6.175, -0.088, 0.621], [-3.899, 1.364, -0.936], [-4.403, -0.335, -2.600], [4.107, -0.619, -0.541], [3.693, -1.343, 0.584], [0.777, -2.898, -1.242], [5.750, -0.812, 1.731], [1.249, 2.561, -1.444], [-0.518, 1.834, 1.270], [-5.745, -0.158, -2.366], [2.286, 1.608, -1.358], [-3.391, 0.380, -1.859], [0.709, -4.285, -1.158], [-0.579, -0.832, 3.320], [-6.198, 0.772, -1.419], [-0.080, 4.374, -1.600], [-0.335, -2.055, -1.436], [-5.248, 1.534, -0.726], [-2.052, 0.096, -2.028], [4.510, -1.429, 1.702], [-0.514, -4.933, -1.237], [0.599, -0.269, 1.339], [-0.811, 3.219, -1.853], [-1.685, 1.257, 3.263], [-1.651, -4.149, -1.385], [3.217, -0.487, -1.764], [0.680, 1.176, 3.216], [-1.556, -2.765, -1.478], [1.244, 3.967, -1.335], [2.092, 4.594, -1.093], [-0.461, 5.387, -1.615], [-2.482, -2.212, -1.585], [1.499, 0.192, 0.935], [-6.467, -0.751, -2.920], [-1.859, 3.135, -2.107], [-1.402, 2.360, 0.902], [-0.584, -6.015, -1.172], [0.716, 1.231, 4.311], [0.545, -1.308, 1.011], [5.679, 0.579, -1.350], [1.756, -2.452, -1.146], [6.383, -0.883, 2.608], [3.822, -0.011, -2.559], [-2.570, 1.794, 2.911], [2.726, -1.825, 0.591], [1.578, 1.639, 2.801], [3.314, 1.945, -1.215], [1.620, -4.864, -1.026], [-5.588, 2.282, -0.015], [-2.654, 0.359, 1.004], [-3.180, 1.975, -0.401], [-2.629, -4.623, -1.434], [-1.834, -1.215, 1.033], [7.133, 0.418, 0.629], [4.157, -1.982, 2.566], [2.961, -1.480, -2.135], [-0.622, -1.873, 2.990], [-0.564, -0.802, 4.415], [-4.061, -1.053, -3.337], [-7.257, 0.902, -1.228], [-1.660, 1.294, 4.358], [0.368, 2.320, 0.859]], "forces_ev_per_angstrom": [[-0.39, -0.31, -0.22], [0.08, -0.10, 0.03], [0.04, -0.17, 0.30], [0.57, 0.22, 0.05], [-0.02, 0.00, 0.05], [-0.04, -0.05, 0.07], [0.16, -0.14, 0.15], [0.32, 0.14, -0.01], [-0.02, -0.05, -0.01], [-0.27, -0.17, 0.16], [0.10, -0.09, -0.03], [0.09, 0.03, 0.07], [-0.17, -0.19, 0.16], [0.27, 0.18, -0.11], [0.01, 0.05, 0.02], [0.29, 0.21, -0.18], [-0.18, 0.35, -0.21], [0.00, 0.11, 0.01], [-0.05, 0.05, 0.02], [0.38, 0.06, 0.11], [-0.26, 0.11, -0.14], [0.01, -0.09, 0.05], [-0.03, 0.07, -0.04], [-0.03, -0.03, 0.00], [-0.12, 0.02, -0.02], [0.10, -0.05, -0.05], [-0.11, 0.07, 0.01], [-0.03, -0.12, 0.09], [-0.26, -0.17, 0.08], [-0.02, 0.01, 0.01], [0.00, 0.08, 0.20], [-0.23, 0.06, -0.01], [0.05, 0.00, -0.02], [-0.01, -0.07, 0.02], [-0.35, 0.17, -0.26], [-0.06, 0.03, -0.04], [-0.05, 0.06, 0.02], [0.10, -0.12, 0.12], [0.00, -0.01, -0.02], [-0.02, -0.02, 0.00], [0.01, 0.06, -0.07], [-0.06, 0.01, -0.07], [0.01, 0.02, -0.02], [0.03, -0.07, 0.01], [0.07, 0.02, -0.03], [0.01, 0.00, -0.01], [0.01, 0.01, -0.01], [0.01, 0.02, -0.02], [-0.07, -0.02, -0.04], [0.02, 0.01, -0.05], [-0.03, -0.01, 0.02], [0.12, -0.07, 0.01], [0.01, -0.01, -0.02], [-0.01, 0.01, -0.04], [0.01, 0.00, 0.02], [-0.05, -0.01, -0.02], [0.01, 0.04, 0.01], [0.03, -0.01, 0.01], [0.03, -0.08, 0.00], [-0.04, 0.02, -0.05], [0.00, 0.03, 0.01], [0.03, 0.02, -0.04], [0.02, 0.00, 0.00], [0.03, 0.00, 0.01], [0.02, -0.02, 0.02], [0.01, 0.00, 0.02], [-0.01, -0.01, -0.01], [-0.01, -0.02, 0.01], [0.01, 0.01, -0.02], [-0.02, 0.01, -0.01], [-0.04, -0.04, -0.04]], "mulliken_charge": [-0.023, 0.086, 0.297, 0.141, 0.179, 0.030, 1.658, -0.386, -0.628, -0.591, 0.009, -0.878, 1.087, 0.360, 0.827, -0.381, 0.080, -0.801, -0.358, -0.507, 1.510, -0.798, -0.719, -0.517, -0.748, -0.022, -0.536, -1.477, -0.763, -0.393, -0.534, -0.685, -0.729, -0.820, -2.523, -0.777, 0.008, -0.701, 0.399, 0.397, 0.180, -0.089, 0.330, 0.500, -0.161, 0.321, 0.349, 0.210, 0.288, -0.138, 0.343, 0.509, 0.350, 0.138, 0.390, 0.210, 0.372, 0.354, -0.039, 0.131, 0.390, 0.127, 0.354, 0.357, 0.544, 0.382, 0.356, 0.402, 0.343, 0.339, 0.086]}



{"formula": "C31H33N7O2SSr", "method": "wB97M-V/def2-TZVPD", "energy_ev": -58883.6076, "e_homo_ha": -0.247, "total_charge": 0, "lumo_ev": 0.1, "e_above_lowest_kcal_mol": 3.6, "gap_ev": 6.829, "symbols": ["Sr", "S", "O", "O", "N", "N", "N", "N", "N", "N", "N", "C", "C", "C", "C", "C", "C", "C", "C", "C", "C", "C", "C", "C", "C", "C", "C", "C", "C", "C", "C", "C", "C", "C", "C", "C", "C", "C", "C", "C", "C", "C", "H", "H", "H", "H", "H", "H", "H", "H", "H", "H", "H", "H", "H", "H", "H", "H", "H", "H", "H", "H", "H", "H", "H", "H", "H", "H", "H", "H", "H", "H", "H", "H", "H"], "positions_angstrom": [[1.077, 0.267, 0.573], [1.600, -3.385, 0.374], [2.509, 3.246, -2.308], [-1.291, 2.549, 3.176], [2.068, 2.269, -0.231], [2.959, -0.155, -1.290], [-1.528, 0.303, 0.311], [0.744, 1.978, 2.176], [-2.252, 1.433, 0.545], [0.062, -0.691, 2.896], [0.131, 0.543, -2.571], [3.098, 0.980, -2.008], [-0.687, -2.114, 4.667], [-4.523, 2.281, 1.018], [2.093, 5.816, 1.021], [1.649, -4.562, 1.723], [-0.462, 0.368, 3.543], [-2.544, -2.343, -4.042], [1.791, 3.463, 0.514], [2.303, 4.723, 0.192], [0.521, -4.259, -0.756], [1.371, 5.675, 2.198], [-1.239, -1.022, 5.320], [-0.289, -1.593, -3.612], [0.879, 4.426, 2.544], [-1.997, -2.083, 0.057], [-1.141, 0.230, 4.744], [-3.734, -0.157, 0.429], [3.797, 1.019, -3.200], [-3.020, -1.143, -3.523], [-1.170, -2.556, -4.087], [-2.434, -0.665, 0.247], [-0.776, -0.396, -3.082], [3.582, -1.254, -1.742], [-2.150, -0.172, -3.046], [4.316, -1.293, -2.914], [-0.060, -1.899, 3.457], [2.489, 2.315, -1.498], [-0.351, 1.781, 2.919], [-3.567, 1.192, 0.657], [1.093, 3.314, 1.734], [4.413, -0.133, -3.660], [-5.508, 1.861, 1.214], [-2.537, 0.752, -2.630], [0.646, -4.787, 2.091], [1.029, 0.512, -3.031], [2.492, 6.784, 0.738], [2.228, -4.129, 2.539], [-4.622, 3.013, 0.215], [4.976, -0.121, -4.586], [-1.349, -2.189, -0.815], [-3.230, -3.092, -4.416], [3.479, -2.153, -1.147], [2.133, -5.489, 1.415], [0.356, -2.722, 2.893], [-4.662, -0.707, 0.431], [-1.749, -1.149, 6.268], [-0.742, -3.114, 5.077], [0.785, -1.757, -3.658], [-2.856, -2.735, -0.104], [-1.453, -2.448, 0.934], [-1.773, 2.249, 0.907], [-0.775, -3.475, -4.506], [3.839, 1.966, -3.720], [-4.189, 2.804, 1.916], [0.957, -5.212, -1.056], [2.834, 4.843, -0.740], [-1.583, 1.111, 5.186], [-4.087, -0.957, -3.482], [-0.462, -4.424, -0.314], [0.387, -3.639, -1.643], [4.790, -2.216, -3.220], [-0.204, 1.496, -2.528], [0.326, 4.299, 3.463], [1.191, 6.526, 2.844]], "forces_ev_per_angstrom": [[-0.12, -1.73, -0.54], [0.11, 0.24, 0.00], [-0.05, 0.03, -0.03], [0.00, 0.06, -0.01], [0.26, 1.06, -0.04], [0.55, 0.01, -0.36], [-0.71, 0.31, 0.22], [-0.33, 1.09, 0.36], [0.44, -0.09, -0.01], [0.08, 0.32, 0.32], [-0.05, -0.10, 0.17], [-0.36, 0.07, 0.67], [-0.03, -0.04, 0.06], [-0.06, -0.10, -0.04], [-0.04, -0.02, 0.03], [0.00, -0.23, 0.22], [0.23, 0.09, -0.63], [0.11, 0.11, 0.06], [0.24, -0.58, -0.19], [-0.20, 0.08, -0.17], [-0.20, -0.12, -0.19], [0.05, -0.07, -0.16], [-0.05, -0.03, 0.10], [-0.14, -0.12, 0.00], [-0.05, 0.05, 0.07], [-0.16, -0.05, -0.16], [-0.08, 0.03, 0.03], [0.03, -0.09, 0.10], [0.13, -0.07, -0.15], [-0.01, -0.04, 0.05], [0.01, 0.06, 0.03], [0.19, -0.21, -0.12], [0.19, 0.17, -0.08], [-0.30, 0.23, 0.11], [-0.10, -0.16, 0.03], [-0.02, -0.03, 0.04], [-0.04, 0.30, -0.15], [0.20, -0.15, 0.25], [0.33, -0.18, 0.08], [-0.05, 0.17, 0.06], [-0.28, -0.76, 0.26], [0.09, 0.13, -0.19], [0.01, -0.01, -0.01], [0.04, -0.03, -0.02], [0.02, 0.01, -0.04], [-0.01, 0.06, -0.02], [0.00, -0.03, -0.01], [0.01, 0.03, -0.06], [0.04, -0.02, 0.00], [-0.02, 0.01, 0.01], [-0.01, 0.11, -0.01], [0.01, 0.02, 0.01], [-0.05, 0.03, 0.07], [-0.01, 0.02, -0.04], [0.02, -0.01, 0.00], [0.07, 0.03, -0.01], [0.02, 0.00, -0.03], [-0.03, 0.03, 0.02], [-0.06, 0.01, 0.00], [-0.01, 0.04, 0.03], [-0.02, 0.08, -0.02], [-0.04, 0.04, -0.04], [-0.03, 0.02, 0.02], [0.02, -0.03, -0.03], [0.06, -0.03, -0.03], [0.02, 0.02, 0.04], [0.02, -0.02, 0.05], [0.02, 0.00, 0.02], [0.04, -0.01, -0.02], [0.06, -0.02, 0.03], [0.05, 0.01, 0.02], [0.01, 0.04, -0.02], [-0.07, -0.02, -0.02], [0.00, -0.02, 0.00], [0.02, -0.02, 0.00]], "mulliken_charge": [1.992, 0.257, -0.757, -0.692, -0.138, 0.228, 0.718, -0.511, -0.157, 0.460, -0.184, -0.210, -0.896, -1.307, -0.563, -1.330, 0.368, -0.725, 0.103, -0.808, -0.647, -0.804, -0.413, -0.641, -0.376, -0.387, -0.779, -1.352, -0.352, -0.516, -0.286, 0.346, 0.414, -0.308, -0.355, -0.841, 0.014, 0.417, 0.019, 0.446, 0.179, -0.414, 0.383, 0.322, 0.336, 0.126, 0.382, 0.387, 0.275, 0.450, -0.300, 0.394, 0.521, 0.390, 0.083, 0.494, 0.435, 0.448, 0.416, 0.384, 0.053, 0.073, 0.391, 0.507, 0.306, 0.489, 0.427, 0.506, 0.410, 0.285, -0.096, 0.435, 0.272, 0.423, 0.381]}